The following is a quantum chemistry calculation of a 2-piece molecular cluster, C2H2FN3O overall, from OMol25.

```
9
Properties=species:S:1:pos:R:3:forces:R:3:mulliken_charge:R:1
C 0.792702 -1.550650 0.062312 2.4 0.4 -0.3 0.147
C 0.701220 1.750382 0.177598 2.5 -0.6 -1.5 0.631
N -0.304921 -1.403839 -0.370956 -2.4 -0.6 -0.4 0.519
N -0.401485 1.386213 0.503184 -1.9 0.7 2.6 -0.468
N -1.441928 -1.756943 -0.791376 0.8 0.7 1.5 -0.770
O 1.767574 1.873197 -0.340287 -2.3 0.4 1.3 -0.433
F 1.559734 -0.763216 0.805881 -0.9 -0.7 0.1 -0.159
H -0.940044 1.539411 1.431249 1.6 -0.2 -2.5 0.287
H -1.732850 -1.074556 -1.477603 0.2 0.0 -0.8 0.248
```
Forces are in eV/Å.

The energy relative to the best compared isomer or geometry (same formula, charge and spin) comes out at 319.3 kJ/mol. The value obtained for the LUMO energy (alpha / beta) is -0.542 / -0.540 eV. The orbital gap (alpha / beta) is 8.6 / 8.6 eV. For the molecular weight, the calculation gives 103.06 g mol⁻¹. The value obtained for the energy is -11337.229 eV. As for the charge: 0. The HOMO energy (alpha / beta) comes out at -9.2 / -9.2 eV.



The following is a quantum chemistry calculation of a 2-piece molecular cluster, C2H2FN3O overall, from OMol25.

```
9
Properties=species:S:1:pos:R:3:forces:R:3:mulliken_charge:R:1
O -0.282729 0.041858 -2.881490 1.7 -0.7 -1.5 -0.658
N -1.076896 0.352839 -2.057586 -1.8 0.6 1.4 0.583
C -1.715470 0.470091 -1.088205 -1.1 0.7 -1.1 0.248
F -2.730280 1.160620 -0.619811 0.8 -0.6 0.2 -0.185
N -0.545628 0.029447 0.696444 1.0 -0.2 1.1 -0.387
C 0.522801 -0.287534 1.011297 -1.5 0.0 -0.2 0.352
N 1.719284 -0.721927 1.416727 -0.4 0.3 -1.0 -0.479
H 2.408270 -0.045234 1.152652 0.8 0.0 0.2 0.261
H 1.700650 -1.000160 2.369973 0.4 -0.2 0.8 0.265
```
Forces are in eV/Å.

Its SMILES is [O-][N+]#CF.N#CN. The energy relative to the best compared isomer or geometry (same formula, charge and spin) comes out at 406.9 kJ/mol. The value obtained for the LUMO energy (alpha / beta) is 0.288 / 0.288 eV. The orbital gap (alpha / beta) is 9.0 / 9.0 eV. For the molecular weight, the calculation gives 103.06 g mol⁻¹. The value obtained for the energy is -11336.321 eV. As for the charge: 0. The HOMO energy (alpha / beta) comes out at -8.7 / -8.7 eV.



The following is a quantum chemistry calculation of a 2-piece molecular cluster, C2H2FNO overall, from OMol25.

```
7
Properties=species:S:1:pos:R:3:forces:R:3:mulliken_charge:R:1
C -0.397919 -1.055942 0.660909 0.4 1.6 0.7 0.462
C 0.338356 0.035849 0.176057 0.4 1.1 -1.3 0.162
N -0.822897 -2.019807 1.132770 -0.4 -0.4 0.0 -0.347
O 0.401504 1.361537 0.489688 0.2 0.2 -1.1 -0.486
F 1.306011 -0.373988 -0.648283 0.4 0.2 -0.2 -0.210
H -1.621254 0.039273 -1.579132 0.1 0.0 0.1 0.021
H 0.796198 2.013077 -0.232008 -1.2 -2.7 1.7 0.399
```
Forces are in eV/Å.

The energy relative to the best compared isomer or geometry (same formula, charge and spin) comes out at 450.4 kJ/mol. The value obtained for the LUMO energy (alpha / beta) is -0.831 / -0.674 eV. The orbital gap (alpha / beta) is 7.8 / 10.4 eV. For the molecular weight, the calculation gives 75.04 g mol⁻¹. The value obtained for the energy is -8355.950 eV. As for the charge: 0. The HOMO energy (alpha / beta) comes out at -8.6 / -11.1 eV.



The following is a quantum chemistry calculation of a 3-piece molecular cluster, C2H2FNO2 overall, from OMol25.

```
8
Properties=species:S:1:pos:R:3:forces:R:3:mulliken_charge:R:1
C -0.071478 2.088222 -0.177367 -1.1 3.2 -0.3 0.525
C 1.802170 3.016120 1.720498 0.5 0.8 -0.9 0.096
N -0.672605 3.134122 -0.101486 -0.6 0.0 -0.2 -0.456
O 0.657670 1.318801 -0.562258 2.2 -3.7 -0.7 -0.327
O 1.574714 2.374247 2.602987 -0.3 -0.8 1.1 -0.117
F -1.766534 -0.525139 0.220862 1.4 4.1 7.6 -0.348
H -1.903832 -0.909547 -0.494015 -1.4 -4.1 -7.5 0.349
H -1.069259 3.504871 0.713769 -0.7 0.4 1.1 0.277
```
Forces are in eV/Å.

The energy relative to the best compared isomer or geometry (same formula, charge and spin) comes out at 117.4 kJ/mol. The value obtained for the LUMO energy is 0.755 eV. The orbital gap is 11.7 eV. For the molecular weight, the calculation gives 91.04 g mol⁻¹. The value obtained for the energy is -10407.966 eV. As for the charge: 0. The HOMO energy comes out at -10.9 eV.



The following is a quantum chemistry calculation of C2H2FNaO2Tl as an isolated structure, from OMol25.

```
9
Properties=species:S:1:pos:R:3:forces:R:3:mulliken_charge:R:1
C -1.253655 0.408783 0.017701 -0.5 0.1 -0.2 0.749
C -2.595275 0.572117 0.448488 -0.1 0.1 -0.2 -0.322
O -0.456504 1.278107 -0.179166 0.4 -0.1 0.1 -0.554
F -0.917011 -0.907933 -0.066136 -0.8 0.7 0.1 -0.167
H 3.155603 -0.856812 0.436312 0.6 0.3 0.2 0.284
H -3.335585 0.720638 -0.354691 0.1 -0.1 0.3 0.291
Na 1.865106 1.488395 -0.197871 -0.1 0.2 0.0 1.060
Tl 1.237530 -2.103885 -0.198929 -3.9 -7.7 -1.5 0.413
O 2.299789 -0.599411 0.094290 4.4 6.5 1.3 -0.754
```
Forces are in eV/Å.

The value obtained for the LUMO energy (alpha / beta) is -6.098 / -6.123 eV. The orbital gap (alpha / beta) is 6.3 / 6.3 eV. For the molecular weight, the calculation gives 304.41 g mol⁻¹. The value obtained for the energy is -18018.875 eV. As for the charge: +1. The HOMO energy (alpha / beta) comes out at -12.4 / -12.4 eV.



The following is a quantum chemistry calculation of C2H2FNiO as an isolated structure, from OMol25.

```
7
Properties=species:S:1:pos:R:3:forces:R:3:mulliken_charge:R:1
C 0.717906 -0.112387 -0.369501 4.2 -0.8 -0.3 0.140
C -0.632558 -0.283315 -0.376211 -2.6 0.6 -0.3 -0.381
O -1.003442 0.863191 0.219661 -2.1 0.4 1.1 -0.584
H 1.454208 -0.126102 -1.167453 0.0 0.0 0.4 0.386
F 1.263799 -0.072787 0.921489 0.4 -0.2 0.0 -0.257
H -1.111794 -0.533838 -1.332476 -0.1 -0.2 0.4 0.207
Ni -0.688119 0.265238 2.104491 0.2 0.1 -1.3 0.490
```
Forces are in eV/Å.

The spin multiplicity is 4. The energy relative to the best compared isomer or geometry (same formula, charge and spin) comes out at 265.0 kJ/mol. The value obtained for the LUMO energy (alpha / beta) is -1.043 / -1.169 eV. The orbital gap (alpha / beta) is 4.9 / 7.7 eV. For the molecular weight, the calculation gives 119.73 g mol⁻¹. The value obtained for the energy is -47907.798 eV. As for the charge: 0. The HOMO energy (alpha / beta) comes out at -6.0 / -8.9 eV.



The following is a quantum chemistry calculation of C2H2FORu as an isolated structure, from OMol25.

```
7
Properties=species:S:1:pos:R:3:forces:R:3:mulliken_charge:R:1
C 0.394821 -0.374809 -2.579287 0.2 -0.5 -0.2 -0.484
C -0.049553 -0.309726 -1.364618 -0.8 0.2 -0.1 0.855
O -0.576022 -0.224563 -0.307613 0.3 -0.7 -2.5 -0.485
H -0.085689 0.230319 -3.349906 0.0 0.1 -0.1 0.334
H 1.170822 -1.101315 -2.824713 0.2 0.1 -0.1 0.327
F 0.913925 0.526155 2.630018 1.6 0.3 1.4 -0.456
Ru -0.444146 0.270396 1.541637 -1.5 0.5 1.6 1.909
```
Forces are in eV/Å.

The spin multiplicity is 6. The energy relative to the best compared isomer or geometry (same formula, charge and spin) comes out at 0.0 kJ/mol. The value obtained for the LUMO energy (alpha / beta) is -10.772 / -14.817 eV. The orbital gap (alpha / beta) is 10.6 / 6.0 eV. For the molecular weight, the calculation gives 162.11 g mol⁻¹. The value obtained for the energy is -9426.517 eV. As for the charge: +2. The HOMO energy (alpha / beta) comes out at -21.4 / -20.8 eV.



The following is a quantum chemistry calculation of one molecule with the formula C2H2FP, from OMol25.

```
6
Properties=species:S:1:pos:R:3:forces:R:3:mulliken_charge:R:1
C 0.331930 -0.316841 -0.008352 1.6 -1.8 -0.4 0.343
C -0.726278 0.162359 0.285726 -0.4 1.4 2.5 -0.729
P -2.080374 1.281791 0.918674 2.1 -0.2 2.9 0.264
F -1.305695 2.746218 1.221777 -0.8 -1.8 -1.2 -0.289
H 1.215567 -0.956733 -0.156705 -0.9 1.0 0.0 0.361
H -2.120025 0.976356 -0.355923 -1.6 1.4 -3.8 0.051
```
Forces are in eV/Å.

Its SMILES is C#CPF. The energy relative to the best compared isomer or geometry (same formula, charge and spin) comes out at 190.1 kJ/mol. The value obtained for the LUMO energy is 0.175 eV. The orbital gap is 10.1 eV. For the molecular weight, the calculation gives 76.01 g mol⁻¹. The value obtained for the energy is -14109.541 eV. As for the charge: 0. The HOMO energy comes out at -9.9 eV.



The following is a quantum chemistry calculation of C2H2HgNaO as an isolated structure, from OMol25.

```
7
Properties=species:S:1:pos:R:3:forces:R:3:mulliken_charge:R:1
O 1.438245 0.251821 -0.202767 -0.1 1.5 -0.1 -1.034
Na 0.908348 2.060329 1.070340 0.1 -0.9 -0.7 0.851
Hg 1.160557 -1.452427 0.849940 0.5 -1.2 0.8 0.326
C -0.445753 -0.120478 -0.854033 -1.9 0.1 0.7 -0.468
C -1.386191 -0.350464 -0.026721 1.4 0.7 -0.6 -0.208
H -0.182083 -0.001144 -1.904053 0.1 -0.2 0.7 0.310
H -1.493126 -0.387634 1.067291 -0.1 -0.1 -0.9 0.223
```
Forces are in eV/Å.

The spin multiplicity is 2. The value obtained for the LUMO energy (alpha / beta) is -1.177 / -1.199 eV. The orbital gap (alpha / beta) is 5.8 / 5.8 eV. For the molecular weight, the calculation gives 265.62 g mol⁻¹. The value obtained for the energy is -12739.598 eV. As for the charge: 0. The HOMO energy (alpha / beta) comes out at -7.0 / -7.0 eV.



The following is a quantum chemistry calculation of a 2-piece molecular cluster, C2H2I2NO overall, from OMol25.

```
8
Properties=species:S:1:pos:R:3:forces:R:3:mulliken_charge:R:1
C -0.322083 0.010368 -0.422616 5.0 3.1 2.2 -0.126
C 0.919793 -0.094223 0.377329 1.7 -1.3 -0.6 -0.195
N 0.418491 1.078789 -0.263685 -0.4 -0.4 -1.3 0.397
O 0.717793 2.253489 -0.586797 -0.4 -1.0 0.7 -0.652
I -3.279968 -2.206906 -1.132284 0.1 0.1 0.0 -0.875
I 0.922420 -0.226600 2.667776 0.1 0.2 -1.4 -0.083
H -1.278514 -0.222592 -0.565376 -3.9 -1.5 -1.1 0.240
H 1.902068 -0.592325 -0.074348 -2.1 0.9 1.4 0.294
```
Forces are in eV/Å.

The energy relative to the best compared isomer or geometry (same formula, charge and spin) comes out at 97.8 kJ/mol. The value obtained for the LUMO energy is 2.249 eV. The orbital gap is 6.1 eV. For the molecular weight, the calculation gives 309.85 g mol⁻¹. The value obtained for the energy is -21843.219 eV. As for the charge: -1. The HOMO energy comes out at -3.9 eV.